<i>
Molecular formula: C2H6NO3S
Method: DFT, ωB97M-V/def2-TZVPD

Positions of all 13 atoms, in Å:
C 0.2776 -1.5856 -0.7235
C -0.6947 0.2944 -1.7464
N -0.2404 1.0452 0.6615
O 0.7875 -0.2004 2.6023
O 0.4462 2.2720 2.8023
O -0.0567 -0.8702 -1.8930
S 0.8915 1.1588 1.9075
H 0.9427 -2.3514 -1.0043
H -0.6501 -2.0114 -0.1426
H 0.7626 -1.0731 0.0540
H -1.3103 0.2515 -0.7608
H -0.4042 1.1533 -2.3648
H -0.7518 1.9169 0.6079

Properties
- HOMO level (spin up / spin down): -4.2 / -2.8 eV
- Net charge: -1


<ii>
Molecular formula: C2H6NO3S
Method: DFT, ωB97M-V/def2-TZVPD

Positions of all 13 atoms, in Å:
C -1.1613 1.6185 1.1605
O -0.3614 1.2352 0.0787
C -0.2184 -0.1539 0.0063
S 1.2259 -0.8427 -1.2513
N 0.9077 -2.3550 -1.3651
O 0.9851 -0.1517 -2.4995
O 2.4708 -0.4973 -0.5550
H -2.1491 1.1330 1.1259
H -1.2898 2.7000 1.1079
H -0.6902 1.3533 2.1204
H 0.0952 -0.5756 0.9711
H -1.1380 -0.6490 -0.3307
H 1.3234 -2.8148 -0.5692

Properties
- HOMO level: -4.5 eV
- SMILES string: COC[S@@](=N)(=O)[O-]
- Net charge: -1


How far above the most stable structure does each one sit? In kJ/mol: <i> 341.0; <ii> 0.0.


<i>
Molecular formula: C5H10N3O
Method: DFT, ωB97M-V/def2-TZVPD

Positions of all 19 atoms, in Å:
C 0.2154 0.2913 2.6788
C -0.3486 0.0137 1.4816
N -1.0790 0.9153 0.6881
C -0.1552 -1.3630 0.9568
O 0.1277 -2.3371 1.7496
N -0.0369 -1.6391 -0.3298
N -0.1670 -0.8393 -1.4497
C 0.5924 0.1429 -1.7210
C 0.1766 1.1968 -2.7801
H 0.7205 -0.3608 3.3349
H 0.1607 1.3557 3.0492
H -0.7252 1.8715 0.8674
H -1.1626 0.7185 -0.2944
H -0.5682 -2.3260 2.4109
H 0.2468 -2.5445 -0.6248
H 1.5411 0.4114 -1.0344
H -0.6760 0.9487 -3.5051
H 1.2056 1.3700 -3.2139
H -0.0680 2.1740 -2.2643

Properties
- HOMO level: -13.2 eV
- SMILES string: C=C(N)/C(O)=[NH+]\N=C\C
- Net charge: +1


<ii>
Molecular formula: C5H10N3O
Method: DFT, ωB97M-V/def2-TZVPD

Positions of all 19 atoms, in Å:
C -1.3826 1.7129 -1.3995
O -0.2376 1.0570 -0.7970
C -0.6913 -0.0689 0.0194
N -1.1341 0.3224 1.2496
C -0.6601 -0.1307 2.3246
C 0.2560 -1.2138 2.4574
C 1.0086 -1.4542 1.3582
N 0.5804 -0.9410 0.1197
N 1.4822 -0.6175 -0.8954
H -0.8510 2.1735 -2.2150
H -1.8161 2.3297 -0.5305
H -1.9584 0.9269 -1.6451
H -1.5590 -0.7259 -0.4107
H -1.0306 0.2975 3.3291
H 0.3574 -1.6219 3.4182
H 1.8162 -2.0371 1.2619
H 2.4119 -0.3599 -0.5676
H 1.1556 0.2995 -1.1595
H 1.5171 -1.0983 -1.8072

Properties
- HOMO level: -12.9 eV
- SMILES string: CO[C@@H]1N=CC=CN1[NH3+]
- Net charge: +1


<iii>
Molecular formula: C5H10N3O
Method: DFT, ωB97M-V/def2-TZVPD

Positions of all 19 atoms, in Å:
C 1.5351 0.2620 2.6920
N 0.7442 0.5810 1.5213
N 1.0893 0.2044 0.3449
C 0.2886 0.0064 -0.6705
C 0.9067 0.0134 -2.0595
C -1.1634 -0.0943 -0.3746
C -2.2691 -0.2553 -1.3045
N -1.4639 -0.1553 0.8500
O -2.0712 -0.1315 1.8319
H 2.4829 0.2528 2.2541
H 1.3953 0.9712 3.5626
H 1.2167 -0.7129 3.2000
H 2.1104 0.0507 0.1599
H 1.7483 0.5860 -1.9684
H 0.1575 0.4468 -2.7981
H 1.1145 -0.9739 -2.4139
H -2.1704 -1.2259 -1.9037
H -2.4218 0.5154 -2.1396
H -3.2296 -0.3410 -0.7836

Properties
- HOMO level (spin up / spin down): -12.8 / -13.1 eV
- SMILES string: C/N=[NH+]/C(C)=C(/C)N=O
- Net charge: +1


<iv>
Molecular formula: C5H10N3O
Method: DFT, ωB97M-V/def2-TZVPD

Positions of all 19 atoms, in Å:
C 0.3946 -0.9390 -1.1183
C -0.3584 -0.4205 0.1001
C 0.5873 -0.8963 1.1885
N -1.6830 -0.9815 0.2811
C -2.6655 -0.0842 0.0956
O -3.7977 -0.1254 -0.0928
N -1.9771 1.2467 -0.1102
C -0.6707 1.0930 -0.0365
N 0.1750 2.0742 -0.2344
H 0.4476 -2.0936 -1.2230
H 1.4685 -0.5746 -1.0979
H -0.1509 -0.6082 -1.9572
H 0.5592 -0.4505 2.2224
H 1.7231 -0.7486 0.8320
H 0.4731 -1.9613 1.2224
H -1.8732 -1.9737 0.4114
H -2.5458 2.0250 -0.1746
H 1.2091 2.1166 -0.1681
H -0.3442 2.9847 -0.4119

Properties
- HOMO level: -14.5 eV
- SMILES string: CC1(C)NC(=O)NC1=[NH2+]
- Net charge: +1


How far above the most stable structure does each one sit? In kJ/mol: <i> 297.9; <ii> 417.3; <iii> 634.1; <iv> 0.0.


<i>
Molecular formula: C5H10N3O
Method: DFT, ωB97M-V/def2-TZVPD

Positions of all 19 atoms, in Å:
C -3.9314 -0.6542 0.4769
C -2.7736 1.0374 -0.1472
C 0.6802 -0.5881 -0.7851
C 3.9380 0.4900 0.5978
C 1.8988 0.1988 -0.5744
N -4.0323 0.6364 0.0782
N -2.6301 -0.9467 0.5172
N -1.9017 0.0916 0.1283
O 2.9207 -0.3228 0.0500
H -4.7465 -1.2610 0.6856
H -2.4199 1.9399 -0.4829
H 0.6791 -1.5669 -0.5388
H -0.2058 -0.0690 -0.1162
H 0.1828 -0.2915 -1.7485
H 4.7593 0.5102 -0.0892
H 4.2695 -0.0503 1.5215
H 3.3902 1.4542 0.7171
H 2.0590 1.2171 -1.0072
H -2.1360 -1.8252 0.7169

Properties
- HOMO level: -13.7 eV
- Net charge: +1


<ii>
Molecular formula: C5H10N3O
Method: DFT, ωB97M-V/def2-TZVPD

Positions of all 19 atoms, in Å:
C -0.5544 -0.0864 3.2182
C 2.0973 -1.4552 -0.6648
C -1.2758 0.4731 1.0222
C -0.9804 0.4544 -0.2633
C -0.6626 0.7877 -2.5869
N -0.2945 0.0172 1.9472
N 1.4195 -1.5558 0.3819
N -0.9425 0.2064 -1.3903
O -0.4296 2.1151 -2.5716
H -0.0420 -0.7454 3.8906
H -1.4337 0.4989 3.4593
H 1.8589 -0.7491 -1.4200
H 3.0587 -1.9412 -0.6875
H -1.9659 1.1542 1.4599
H 0.3143 0.3216 -2.9163
H -1.4546 0.5094 -3.3190
H 0.3854 -0.5576 1.3963
H 1.9728 -2.0868 1.0907
H -1.0710 2.6394 -2.0465

Properties
- HOMO level: -12.9 eV
- Net charge: +1


How far above the most stable structure does each one sit? In kJ/mol: <i> 0.0; <ii> 88.0.


<i>
Molecular formula: C22H27N2O2S
Method: DFT, ωB97M-V/def2-TZVPD

Positions of all 54 atoms, in Å:
C -2.9040 -0.5892 2.2932
C -1.5340 -0.4530 1.6847
N -1.5041 0.1728 0.3873
C -2.5287 0.9130 0.0085
N -3.6231 1.1424 0.7953
C -3.5970 0.7457 2.1937
C -4.5769 2.2141 0.5944
C -5.1178 2.2189 -0.8095
C -3.9971 2.5717 -1.7517
S -2.5067 1.5600 -1.6040
H -3.5207 -1.3376 1.7781
H -2.8216 -0.8712 3.3458
H -0.9441 0.1606 2.3775
H -1.0407 -1.4200 1.6111
H -4.6482 0.6761 2.5170
H -3.0922 1.5183 2.8128
H -5.3882 2.0361 1.3097
H -4.1018 3.1839 0.8177
H -5.5942 1.2705 -1.0769
H -5.8832 2.9994 -0.8685
H -4.3007 2.4540 -2.7970
H -3.6764 3.6039 -1.5604
C 3.3400 -6.1727 -0.9970
O 1.9688 -5.7236 -1.1454
C 1.6729 -4.4031 -1.1360
C 0.3008 -4.0429 -1.0416
C -0.0602 -2.7311 -0.8521
C 0.8967 -1.6974 -0.6867
C 0.3657 -0.3603 -0.4745
C 1.2388 0.7283 -0.1338
C 0.8825 2.0515 -0.5151
C 1.7655 3.0979 -0.3725
C 3.0789 2.8744 0.1186
O 3.9246 3.9338 0.1512
C 5.2812 3.7716 0.6402
C 3.4464 1.5746 0.5347
C 2.5480 0.5317 0.4061
C 2.2616 -2.0610 -0.9848
C 2.6461 -3.3811 -1.1673
H 3.2687 -7.2634 -0.9849
H 3.9596 -5.8489 -1.8472
H 3.7814 -5.8173 -0.0522
H -0.4392 -4.8341 -1.0863
H -1.1238 -2.4600 -0.8728
H -0.4713 -0.1258 -1.1919
H -0.0698 2.2247 -1.0345
H 1.4953 4.1120 -0.6629
H 5.6764 4.7905 0.6765
H 5.2990 3.3232 1.6459
H 5.8826 3.1603 -0.0513
H 4.4456 1.3794 0.9302
H 2.9139 -0.4819 0.6074
H 3.0247 -1.2950 -1.1570
H 3.6999 -3.6247 -1.3219

Properties
- HOMO level: -11.0 eV
- Net charge: +1


<ii>
Molecular formula: C22H27N2O2S
Method: DFT, ωB97M-V/def2-TZVPD

Positions of all 54 atoms, in Å:
C 1.9162 -1.0773 -4.4202
C 2.1081 -2.5581 -3.9728
C 1.4682 -2.6918 -2.5934
N 0.7280 -1.4414 -2.3777
C -0.0852 -1.2261 -1.3366
C -0.7610 -0.0249 -1.1356
C -1.3555 0.2787 0.1759
C -2.5611 1.1521 0.0269
C -3.7847 0.8625 0.6481
C -4.8298 1.8045 0.6481
C -4.7278 3.0035 -0.0562
C -3.5699 3.2467 -0.7856
C -2.5273 2.2816 -0.8336
C 0.9053 -0.4620 -3.4598
H 2.8542 -0.5199 -4.3364
H 1.5772 -1.0188 -5.4566
H 1.6238 -3.2367 -4.6929
H 3.1623 -2.8522 -3.9228
H 0.7896 -3.5449 -2.5582
H 2.1990 -2.8067 -1.7799
H -0.1114 -1.9637 -0.5131
H -0.8664 0.6579 -1.9911
H -1.5008 -0.6333 0.8024
H -3.9199 -0.0839 1.1899
H -5.7922 1.5514 1.0953
H -5.5928 3.6774 -0.1689
H -3.5172 4.1200 -1.4439
H -1.6595 2.4783 -1.4677
H 1.2406 0.5070 -3.0239
H -0.0323 -0.2740 -3.9794
C 0.1920 1.6088 4.1569
S -1.0184 1.1453 2.8592
C -1.5547 2.8471 2.4437
C -0.2098 0.6970 1.3631
C 0.9451 -0.2412 1.4935
C 2.0639 -0.0766 0.6585
C 3.1393 -0.9791 0.6769
C 3.1153 -2.0558 1.5929
N 3.9133 -3.1928 1.3239
O 3.7522 -4.1966 2.0627
O 4.6716 -3.1858 0.3271
C 2.0378 -2.2166 2.4713
C 0.9746 -1.2799 2.4715
H 0.7483 0.7179 4.4690
H 0.8761 2.3942 3.8053
H -0.4565 1.9486 4.9805
H -2.2062 2.8418 1.5540
H -2.1439 3.1957 3.3088
H -0.6631 3.4797 2.2772
H -0.0254 1.6608 0.8373
H 2.1846 0.8688 0.0800
H 3.9927 -0.8517 0.0033
H 2.0207 -3.0490 3.1866
H 0.2728 -1.2868 3.3165

Properties
- HOMO level: -10.2 eV
- Net charge: +1


How far above the most stable structure does each one sit? In kJ/mol: <i> 0.0; <ii> 285.4.